(1)
{"formula": "C2HN3O3", "method": "the ωB97M-V functional and the def2-TZVPD basis", "species": ["O", "C", "N", "O", "H", "N", "C", "N", "O"], "xyz": [[-0.234, -0.676, -2.217], [-0.149, -0.308, -1.114], [0.422, 0.326, 1.658], [0.129, -1.429, -0.203], [-0.947, -1.571, 1.720], [-0.154, -1.008, 1.334], [0.162, 1.215, -0.657], [0.694, 1.306, 0.873], [0.077, 2.146, -1.394]], "lowdin_charge": [0.1878, -0.3432, -0.0127, -0.0399, 0.1400, 0.0410, -0.2317, 0.0900, 0.1686], "homo_ha": -0.3787, "orbital_gap_ev": 8.72, "smiles": "O=c1nn[nH]oc1=O"}

***

(2)
{"formula": "C2HN3OS2", "method": "the ωB97M-V functional and the def2-TZVPD basis", "species": ["N", "O", "H", "S", "C", "N", "S", "N", "C"], "xyz": [[0.639, -0.234, 0.626], [-1.713, 0.246, -2.069], [-0.180, -0.934, -2.418], [2.164, -0.666, -0.075], [-0.610, -0.269, -1.640], [-2.280, 1.040, -0.887], [0.432, -0.065, 2.110], [-1.448, 0.941, 0.020], [-0.396, 0.009, -0.343]], "lowdin_charge": [-1.1168, -0.0029, 0.1590, 0.5282, -0.1334, 0.1211, 0.7657, 0.0699, -0.3908], "homo_ha": -0.3316, "orbital_gap_ev": 6.76, "smiles": "S=[N+]([S-])c1conn1"}

***

(3)
{"formula": "C2HN4", "method": "the ωB97M-V functional and the def2-TZVPD basis", "species": ["C", "C", "N", "N", "N", "N", "H"], "xyz": [[0.006, -0.146, 0.463], [1.297, -0.453, -0.044], [-3.426, 0.607, -0.201], [-2.305, 0.279, -0.055], [-1.156, -0.215, 0.058], [2.445, -0.340, -0.357], [3.140, 0.267, 0.136]], "lowdin_charge": [0.0839, -0.0121, 0.3819, -0.0010, 0.1176, 0.2628, 0.1668], "homo_ha": -0.5316, "total_charge": 1, "orbital_gap_ev": 6.74, "smiles": "N#[N+]N=C=C=N"}

***

(4)
{"formula": "C2HN4O3", "method": "the ωB97M-V functional and the def2-TZVPD basis", "species": ["N", "O", "O", "N", "N", "C", "O", "N", "H", "C"], "xyz": [[0.582, 2.309, 0.054], [2.214, -1.430, -1.315], [4.375, -0.942, -1.003], [3.401, -1.460, -1.379], [-0.095, -0.395, -0.152], [0.999, 0.020, -0.498], [2.545, 1.794, -1.035], [-0.476, 2.408, 0.451], [-0.546, -1.304, -0.084], [1.494, 1.448, -0.686]], "lowdin_charge": [0.1191, 0.1068, 0.2304, -0.1130, 0.2733, -0.0128, 0.2553, 0.3556, 0.1403, -0.3550], "homo_ha": [-0.5036, -0.5331], "total_charge": 1, "orbital_gap_ev": [6.55, 7.62]}

***

(5)
{"formula": "C2HN5O", "method": "the ωB97M-V functional and the def2-TZVPD basis", "species": ["C", "C", "N", "N", "N", "N", "O", "N", "H"], "xyz": [[-0.665, -0.619, 0.830], [0.881, 0.063, -0.734], [-1.323, -0.716, -0.741], [-0.947, 0.819, 1.081], [0.993, 0.868, 0.242], [-0.217, 1.555, 0.526], [-0.180, -1.416, 1.539], [-0.318, -0.165, -1.381], [1.776, -0.388, -1.361]], "lowdin_charge": [-0.4142, -0.2653, 0.1807, 0.0697, 0.0743, 0.0223, 0.1621, 0.0007, 0.1697], "homo_ha": -0.3586, "orbital_gap_ev": 8.16, "smiles": "O=c1nncnnn1"}

***

(6)
{"formula": "C2HN5O", "method": "the ωB97M-V functional and the def2-TZVPD basis", "species": ["H", "O", "N", "N", "C", "N", "C", "N", "N"], "xyz": [[1.625, 1.130, -0.034], [1.846, -2.088, -0.012], [1.229, 0.205, 0.049], [-2.133, -0.332, -0.033], [1.600, -0.970, -0.086], [-0.896, -0.750, 0.101], [-0.205, 0.351, 0.121], [-2.124, 1.007, -0.125], [-0.942, 1.447, 0.020]], "mulliken_spin": [0.0453, 0.2855, 0.0745, 0.2908, 0.6023, -0.0083, 0.4385, 0.2180, 0.0535], "homo_ha": [-0.2451, -0.4271], "multiplicity": 3, "orbital_gap_ev": [6.92, 7.44], "s2": 2.010}

***

(7)
{"formula": "C2HNO", "method": "the ωB97M-V functional and the def2-TZVPD basis", "species": ["H", "C", "C", "N", "O"], "xyz": [[0.616, 1.210, 0.120], [0.632, 0.111, -0.072], [-0.860, -0.333, -0.077], [-2.022, -0.386, 0.020], [1.634, -0.601, 0.009]], "lowdin_charge": [0.1248, -0.1986, -0.1303, 0.1423, 0.0619], "homo_ha": -0.4349, "orbital_gap_ev": 10.78, "smiles": "N#CC=O"}

***

(8)
{"formula": "C2HNO", "method": "the ωB97M-V functional and the def2-TZVPD basis", "species": ["N", "H", "C", "C", "O"], "xyz": [[-0.090, 0.141, 0.018], [-1.961, -0.261, -0.022], [1.149, -0.043, 0.046], [-1.348, 0.584, -0.015], [2.251, -0.421, -0.026]], "lowdin_charge": [0.0101, -0.0293, -0.2357, 0.0743, 0.1805], "homo_ha": -0.3186, "orbital_gap_ev": 7.75}

***

(9)
{"formula": "C2HNO2", "method": "the ωB97M-V functional and the def2-TZVPD basis", "species": ["C", "O", "H", "O", "N", "C"], "xyz": [[-1.040, -0.973, 0.085], [-1.083, 0.303, 0.296], [-1.349, 0.743, -0.559], [2.206, 0.632, 0.419], [-0.965, -2.106, 0.119], [2.232, 1.400, -0.360]], "lowdin_charge": [-0.4167, 0.0882, 0.1617, 0.0527, 0.1534, -0.0393], "homo_ha": -0.4223, "orbital_gap_ev": 11.54}

***

(10)
{"formula": "C2HNO2S", "method": "the ωB97M-V functional and the def2-TZVPD basis", "species": ["N", "C", "O", "S", "H", "C", "O"], "xyz": [[-1.709, -0.391, 0.460], [-1.817, -1.540, 0.268], [-1.378, 0.851, 0.664], [3.277, -0.332, 0.287], [-1.314, 1.396, -0.178], [1.965, -0.086, -0.459], [0.976, 0.103, -1.042]], "lowdin_charge": [-0.2011, 0.0288, 0.0046, 0.8255, 0.1633, -0.8953, 0.0742], "homo_ha": -0.4044, "orbital_gap_ev": 11.25}

***

(11)
{"formula": "C2HNO3", "method": "the ωB97M-V functional and the def2-TZVPD basis", "species": ["O", "C", "H", "O", "O", "N", "C"], "xyz": [[2.180, 0.979, 1.189], [2.156, 0.983, -0.204], [-12.845, 0.642, 1.034], [2.046, 1.867, -1.047], [1.975, -2.603, 0.027], [2.322, -0.397, -0.752], [2.167, -1.473, -0.247]], "lowdin_charge": [-0.2176, -0.6414, -1.0000, -0.0386, 0.0924, 0.1696, -0.3645], "homo_ha": 0.0590, "total_charge": -2, "orbital_gap_ev": 3.26}

***

(12)
{"formula": "C2HNO4", "method": "the ωB97M-V functional and the def2-TZVPD basis", "species": ["O", "H", "O", "C", "C", "O", "N", "O"], "xyz": [[2.500, 0.474, -0.257], [0.170, 1.692, -0.300], [-3.012, -0.867, -0.110], [-1.956, -0.437, 0.093], [0.305, 0.674, 0.021], [-0.770, -0.194, -0.063], [1.457, -0.108, 0.073], [1.306, -1.234, 0.543]], "lowdin_charge": [0.0217, 0.1246, 0.2874, -0.1318, -0.0523, 0.1722, -0.4498, 0.0279], "homo_ha": [-0.3177, -0.3177], "orbital_gap_ev": [7.29, 7.29]}

***

(13)
{"formula": "C2HNOS2", "method": "the ωB97M-V functional and the def2-TZVPD basis", "species": ["S", "S", "O", "C", "C", "N", "H"], "xyz": [[-1.641, 1.672, 0.715], [2.508, -1.440, 1.206], [-2.148, -0.674, -0.491], [1.070, -0.010, -0.552], [-2.031, 0.360, 0.047], [1.673, -0.684, 0.162], [0.569, 0.777, -1.086]], "lowdin_charge": [0.8320, 0.5820, 0.0930, 0.0259, -0.9046, -0.7054, 0.0771], "homo_ha": -0.3184, "orbital_gap_ev": 8.96, "smiles": "C#[N+][S-].O=C=S"}

***

(14)
{"formula": "C2HO2S2", "method": "the ωB97M-V functional and the def2-TZVPD basis", "species": ["C", "S", "O", "H", "O", "S", "C"], "xyz": [[-1.626, -0.010, -0.016], [1.788, -1.117, 0.512], [-1.820, -0.216, -1.128], [0.800, 0.944, 0.744], [-1.940, 0.164, 1.111], [2.080, 0.020, -1.210], [0.717, 0.214, -0.012]], "mulliken_spin": [0.0268, 0.8937, 0.0424, 0.0424, 0.0222, 0.5313, 0.4412], "homo_ha": [-0.0261, -0.1082], "total_charge": -1, "multiplicity": 3, "orbital_gap_ev": [4.40, 5.65], "s2": 2.009}

***

(15)
{"formula": "C2HO2Y", "method": "the ωB97M-V functional and the def2-TZVPD basis", "species": ["O", "Y", "C", "O", "H", "C"], "xyz": [[-2.659, 0.311, 0.406], [2.009, 0.437, 0.292], [-0.414, -0.005, -0.369], [0.326, -1.015, -0.488], [-2.051, -0.013, -1.559], [-1.878, -0.106, -0.425]], "mulliken_spin": [0.0014, 1.0451, -0.0105, -0.0281, -0.0011, -0.0068], "homo_ha": [-0.4446, -0.4777], "total_charge": 1, "multiplicity": 2, "orbital_gap_ev": [6.58, 6.96], "s2": 0.751}

***

Respective ΔE to the lowest compared entry with this formula, charge and spin values: 738.3, 202.7, 452.8, 121.6, 430.4, 0.0, 56.0, 251.7, 143.3, 355.6, 87.5, 623.0, 62.4, 129.8, 36.1 kJ/mol.